No. 1
Density functional theory data (the ωB97M-V functional and the def2-TZVPD basis) for a molecular structure, C37H76InN4O7 in a non-equilibrium geometry.

Each line ends with the Mulliken charge.
Cartesian coordinates (Å):
In  -1.39110  4.42159  1.68795  0.97
C  -0.57597  1.25236  0.31412  0.70
O  -1.06375  0.34948  -0.40143  -0.47
O  0.04450  2.16976  -0.21542  -0.77
O  -0.87579  1.52004  1.49423  -0.71
C  2.71591  -0.30656  1.57802  -1.94
C  3.81720  0.77084  1.58261  1.24
C  5.08731  -0.02835  0.87837  -0.86
C  6.19560  1.02659  0.52749  -1.08
C  5.71525  2.31149  -0.25869  -0.65
C  4.49847  3.03215  0.45396  0.93
N  3.43819  2.03134  0.85937  1.42
O  2.30632  2.63967  1.36544  -0.67
C  5.17967  3.95365  1.56110  -1.68
C  3.88912  3.88884  -0.73244  -1.40
C  4.41973  1.18717  2.96352  -1.61
H  3.05226  -1.17037  2.15142  0.49
H  2.40165  -0.68073  0.60367  0.01
H  1.89478  0.11140  2.16038  0.41
H  5.68666  -0.63427  1.55788  0.42
H  4.74919  -0.68809  0.07930  0.37
H  7.04077  0.66769  -0.05985  0.50
H  6.71959  1.28921  1.44649  0.39
H  5.52631  2.03182  -1.29511  -0.05
H  6.47633  3.08641  -0.16730  0.54
H  5.31383  4.98731  1.24228  0.46
H  4.53653  4.12753  2.42379  0.35
H  6.06284  3.46250  1.96962  0.33
H  3.27771  3.22908  -1.34805  0.47
H  3.21959  4.63097  -0.29760  0.41
H  4.52093  4.54118  -1.33524  0.45
H  4.70581  0.32012  3.55890  0.40
H  3.64759  1.67951  3.55470  0.34
H  5.33347  1.75889  2.80130  0.26
H  1.63042  2.50085  0.69800  0.44
C  -1.45827  -2.33767  5.30162  -1.98
C  -2.20094  -1.97658  4.04260  1.24
C  -3.56705  -2.78014  3.88065  -0.91
C  -4.76331  -2.20908  4.66918  -0.95
C  -4.78635  -0.69286  4.44830  -1.15
C  -3.48828  0.16596  4.64877  1.53
N  -2.36024  -0.51017  3.96526  1.29
O  -1.09192  0.22133  3.93550  -0.49
C  -3.64828  1.56155  4.04494  -1.45
C  -3.30252  0.28635  6.19501  -1.88
C  -1.20801  -2.62694  2.96774  -1.66
H  -1.29265  -3.41356  5.35778  0.42
H  -2.14257  -2.07243  6.10753  0.45
H  -0.51138  -1.80080  5.35875  0.36
H  -3.91813  -3.01033  2.87474  0.17
H  -3.37094  -3.75142  4.33479  0.46
H  -4.72438  -2.35229  5.74903  0.40
H  -5.60006  -2.73371  4.20799  0.36
H  -5.47745  -0.37063  5.22718  0.43
H  -5.34129  -0.44121  3.54452  0.31
H  -3.58139  1.61491  2.95831  0.01
H  -4.62911  1.87836  4.39950  0.47
H  -2.85754  2.26380  4.30888  0.29
H  -3.49830  -0.56429  6.84784  0.35
H  -2.22073  0.35594  6.30896  0.36
H  -3.90791  1.08117  6.63076  0.44
H  -1.40455  -3.69905  2.96111  0.48
H  -0.15852  -2.40176  3.15741  0.35
H  -1.41051  -2.19454  1.98788  0.16
H  -1.01222  0.48357  3.01546  0.34
C  -2.32951  -3.13492  -0.96600  -1.09
C  -3.42205  -2.69423  -1.98613  1.93
C  -4.58224  -3.73491  -1.98809  -1.35
C  -5.52527  -3.38944  -0.86345  -0.17
C  -6.14067  -2.00281  -1.18289  -1.46
C  -5.10233  -0.81008  -1.21537  1.74
N  -3.92492  -1.27855  -1.96565  0.25
O  -2.89981  -0.33073  -2.06671  -0.45
C  -5.95928  0.33444  -1.93381  -1.90
C  -4.68214  -0.48636  0.26907  -1.63
C  -2.65234  -3.09633  -3.23425  -1.62
H  -2.80581  -3.05913  0.01149  -0.10
H  -1.53654  -2.39370  -0.86649  0.00
H  -1.78239  -4.07693  -1.00356  0.48
H  -5.13985  -3.64959  -2.92077  0.44
H  -4.32860  -4.79323  -1.92704  0.36
H  -5.12778  -3.32341  0.14935  -0.05
H  -6.33154  -4.11139  -0.99306  0.39
H  -6.87147  -1.79739  -0.40070  0.44
H  -6.71494  -2.13266  -2.10020  0.45
H  -6.43868  0.04145  -2.86784  0.38
H  -6.59432  0.66553  -1.11211  0.42
H  -5.40693  1.25903  -2.10154  0.39
H  -4.02453  0.37217  0.40536  0.33
H  -5.45922  -0.39024  1.02736  0.54
H  -3.99876  -1.25050  0.63945  0.18
H  -1.74894  -2.48777  -3.27442  -0.08
H  -3.30030  -2.82961  -4.06918  0.53
H  -2.47145  -4.17087  -3.20652  0.41
H  -2.43779  -0.34384  -1.22529  0.44
C  4.48330  2.59632  -4.06462  -1.48
C  3.06929  2.14039  -4.55989  1.66
C  3.30249  1.38049  -5.92274  -1.15
C  3.81049  -0.06291  -5.71523  -0.85
C  2.86420  -0.87763  -4.84870  -1.33
C  2.50108  -0.20501  -3.45801  2.83
N  2.28179  1.30993  -3.51909  -0.32
O  1.90667  1.96099  -2.36840  -0.14
C  1.24485  -0.96889  -2.94316  -2.55
C  3.48692  -0.55143  -2.45162  -0.68
C  2.27972  3.32236  -4.97908  -1.99
H  4.46632  3.55436  -3.54503  0.20
H  5.11538  2.71339  -4.94489  0.43
H  4.97736  1.74775  -3.59140  0.32
H  2.38998  1.26074  -6.50677  0.38
H  4.06656  1.89329  -6.50696  0.50
H  4.79008  -0.05579  -5.23726  0.31
H  4.06289  -0.46414  -6.69676  0.43
H  3.33917  -1.84920  -4.71257  0.45
H  1.91977  -0.94027  -5.38928  0.34
H  0.48611  -1.24286  -3.67622  0.40
H  1.52466  -1.90303  -2.45614  0.36
H  0.76977  -0.41070  -2.13643  0.47
H  4.28805  -1.23853  -2.72398  0.26
H  3.92034  0.42156  -2.22020  -0.51
H  3.11306  -0.76860  -1.45104  -0.09
H  2.77445  3.77139  -5.84031  0.45
H  2.25139  4.08780  -4.20358  0.28
H  1.28874  3.09027  -5.36920  0.43
H  2.70340  1.93941  -1.83328  -0.20

Output
Spin multiplicity: 2
Total charge: 0
LUMO level (spin up / spin down), eV: -1.9 / -2.2
Total energy, hartree: -2390.77962
Highest occupied orbital energy (spin up / spin down), eV: -7.48 / -7.47

=====

No. 2
Density functional theory data (the ωB97M-V functional and the def2-TZVPD basis) for a molecular structure, C20H54N3O9Zn in a non-equilibrium geometry.

Each line ends with the Mulliken charge.
Cartesian coordinates (Å):
Zn  10.74927  -1.38237  -4.96622  0.09
O  13.52948  1.20934  -5.32420  -0.24
C  12.56954  0.31234  -5.15597  1.44
O  12.73001  -0.88092  -5.40536  -0.60
O  11.39784  0.62513  -4.88111  -1.36
H  14.35841  0.73425  -5.41781  0.43
C  12.43424  6.01497  -6.26906  -1.60
C  12.22787  4.55946  -6.38758  0.97
C  12.94885  3.88038  -7.58468  -1.10
O  12.78168  4.01210  -5.17192  -0.58
H  12.02210  6.33467  -5.31197  0.36
H  11.98189  6.62543  -7.05062  0.37
H  13.50695  6.20827  -6.26433  0.33
H  11.15452  4.37295  -6.35248  0.27
H  12.55915  4.24260  -8.53601  0.51
H  12.70754  2.82058  -7.50291  0.03
H  14.03375  3.98430  -7.56764  0.32
H  13.08774  3.11360  -5.31552  0.27
C  12.94419  0.50391  -9.11950  -0.90
C  12.34203  -0.79846  -9.71496  0.20
C  13.21167  -1.98854  -9.34053  -1.11
O  11.03720  -1.01548  -9.11837  -0.60
H  12.36850  1.41159  -9.30059  0.45
H  13.95734  0.69450  -9.47348  0.58
H  12.92096  0.32924  -8.04383  -0.35
H  12.19786  -0.73442  -10.79348  0.43
H  14.24452  -1.83571  -9.65351  0.42
H  12.93623  -2.93857  -9.79844  0.40
H  13.27426  -2.15299  -8.26483  0.04
H  10.60493  -1.66229  -9.68085  0.23
C  17.32798  -0.73415  -2.57364  -1.69
C  16.34819  -0.51751  -3.75586  1.15
C  16.89368  -0.19252  -5.14929  -1.08
O  15.79240  0.25891  -5.89702  -0.37
C  16.09784  0.46368  -7.28953  -0.58
N  15.50554  -1.78454  -3.89724  -0.76
H  16.79244  -1.18446  -1.73787  0.37
H  17.82369  0.21883  -2.38870  0.38
H  18.07489  -1.45762  -2.90047  0.40
H  15.70861  0.27281  -3.36287  -0.09
H  17.40104  -1.07943  -5.52887  0.43
H  17.59552  0.63813  -5.07483  0.46
H  15.26745  0.88444  -7.85655  -0.12
H  16.44229  -0.48483  -7.70156  0.31
H  16.92330  1.17397  -7.33647  0.36
H  14.73850  -1.64391  -3.25540  0.52
H  14.91699  -1.73507  -4.71655  0.08
C  9.60433  4.36927  -2.02315  -1.65
C  10.50098  3.20374  -2.35875  0.89
C  10.14155  1.89954  -1.60964  -0.14
O  10.34877  2.05604  -0.19619  -0.34
C  10.09615  0.95916  0.64180  -0.66
N  10.26553  3.01628  -3.75563  -0.73
H  8.57671  4.09254  -2.25877  0.34
H  9.83555  5.26962  -2.59237  0.39
H  9.62566  4.73757  -0.99748  0.35
H  11.51008  3.58830  -2.21066  0.29
H  10.79442  1.12879  -2.01930  -0.13
H  9.12999  1.59992  -1.88364  0.40
H  9.10567  0.52112  0.51861  0.31
H  10.12635  1.24351  1.69363  0.27
H  10.84324  0.17756  0.50377  0.16
H  10.68995  2.15306  -4.06355  0.18
H  10.74399  3.72541  -4.29258  0.15
C  8.23324  -3.04070  -7.91014  -1.46
C  9.05351  -2.83234  -6.62444  0.30
C  10.28290  -3.71855  -6.51266  -0.53
O  11.11923  -3.23094  -5.44438  0.22
C  12.13995  -4.11378  -5.07418  -0.72
N  9.55990  -1.46790  -6.62780  0.03
H  7.80052  -4.04085  -7.88633  0.42
H  8.79518  -3.05413  -8.84402  0.31
H  7.38346  -2.36812  -8.02680  0.42
H  8.43683  -3.02637  -5.74685  0.33
H  10.78277  -3.68393  -7.48066  0.33
H  10.03299  -4.77185  -6.38531  0.47
H  11.89609  -5.11078  -4.70728  0.30
H  12.73699  -3.72896  -4.24740  0.20
H  12.66788  -4.21936  -6.02194  0.34
H  9.99598  -1.32626  -7.52773  0.19
H  8.75917  -0.87038  -6.77577  0.44
C  13.46057  -0.15021  -1.47544  -0.22
O  13.60425  -1.47980  -1.93768  -0.57
H  12.84013  -0.10193  -0.58055  0.15
H  14.47514  0.20787  -1.30073  0.34
H  12.94888  0.44374  -2.23273  -0.07
H  12.73536  -1.76386  -2.23083  0.23

Output
Energy relative to the best compared isomer or geometry (same formula, charge and spin), kcal/mol: 82.84
Total charge: +1
LUMO level, eV: -4.4
Total energy, hartree: -3414.90092
Highest occupied orbital energy, eV: -10.40

=====

No. 3
Density functional theory data (the ωB97M-V functional and the def2-TZVPD basis) for a single C5H6O molecule.

Each line ends with the Mulliken charge.
Cartesian coordinates (Å):
C  0.18632  1.65396  0.95696  -1.04
C  0.03946  0.35805  0.24223  0.43
C  0.72213  -0.21163  -0.78704  -0.43
C  0.12361  -1.48714  -1.00513  -0.26
C  -0.90062  -1.58000  -0.13740  -0.36
O  -0.96045  -0.47192  0.65610  -0.31
H  1.03518  2.20512  0.54330  0.28
H  0.36135  1.49496  2.02575  0.28
H  -0.71449  2.26792  0.85114  0.28
H  1.52905  0.22076  -1.35671  0.39
H  0.33893  -2.24552  -1.74264  0.37
H  -1.76047  -2.20457  -0.24658  0.37

Output
Energy relative to the best compared isomer or geometry (same formula, charge and spin), kcal/mol: 7.28
Structure (SMILES): Cc1ccco1
Total charge: 0
LUMO level, eV: 1.1
Total energy, hartree: -269.33464
Highest occupied orbital energy, eV: -8.48